# 1
{"formula": "C12H18BBr3N2O5P", "method": "the ωB97M-V functional and the def2-TZVPD basis", "charge": 1, "homo_energy_ev": -12.528, "orbital_gap_ev": 8.132, "largest_force_ev_per_a": 3.3, "lumo_energy_ev": -4.4, "species": ["Br", "Br", "Br", "P", "O", "O", "O", "O", "O", "N", "N", "C", "C", "C", "C", "C", "C", "C", "C", "C", "C", "C", "C", "B", "H", "H", "H", "H", "H", "H", "H", "H", "H", "H", "H", "H", "H", "H", "H", "H", "H", "H"], "positions_angstrom": [[3.1575, -5.1089, 4.8945], [2.2496, -3.0666, 2.6185], [2.7703, -6.1429, 1.9056], [-0.6862, 2.8554, 2.5594], [-1.0145, 4.3906, 2.1083], [-0.6867, -1.1445, -3.2623], [-1.8903, 3.0171, -3.4782], [-0.3450, 0.9367, -3.8570], [-0.4247, -2.0457, -2.2180], [0.8363, 2.9780, 3.3059], [-0.5378, 1.9666, 0.9735], [-1.3523, 1.8511, -1.2532], [1.1093, -3.6171, -1.3175], [0.2924, 0.2840, -0.4806], [0.5243, -0.4372, 2.8334], [-3.9192, 2.4849, -1.9356], [1.0977, 0.3469, 1.8837], [-0.5086, 0.7553, -1.5301], [0.2439, 0.9007, 0.7566], [-1.3147, 2.4096, -0.0233], [3.2731, -4.6628, 3.0286], [0.8529, -2.6095, -2.4292], [-0.5137, 0.1697, -2.9421], [-2.3779, 2.4888, -2.3343], [1.5823, 3.1224, 2.6241], [1.6775, -1.8790, -2.4020], [1.0102, 2.1166, 3.8162], [0.9141, -3.1689, -3.3712], [4.3087, -4.4350, 2.8158], [-0.3532, -0.0529, 3.3628], [-4.4206, 3.4102, -2.2417], [0.9388, -1.4330, 3.0706], [-4.4487, 1.5926, -2.2868], [0.9603, -0.5574, -0.6138], [2.0952, -4.0740, -1.4201], [-1.9550, 3.2693, 0.1543], [0.3611, -4.4179, -1.3225], [2.1605, 0.6007, 1.8878], [-3.9498, 2.4946, -0.8349], [1.0114, -3.1246, -0.3485], [-0.3021, 4.7491, 1.5507], [-2.4264, 2.7872, -4.2474]]}

# 2
{"formula": "C6H12Cl2N2", "method": "the ωB97M-V functional and the def2-TZVPD basis", "smiles": "CN1CCN[C@H](Cl)[C@@]1(C)Cl", "de_lowest_kj_mol": 62.73, "homo_energy_ev": -8.956, "orbital_gap_ev": 9.720, "largest_force_ev_per_a": 4.1, "lumo_energy_ev": 0.8, "species": ["Cl", "Cl", "N", "N", "C", "C", "C", "C", "C", "C", "H", "H", "H", "H", "H", "H", "H", "H", "H", "H", "H", "H"], "positions_angstrom": [[2.6708, 0.6527, -0.5204], [-0.8685, -1.8547, 0.9206], [-0.4484, 0.4997, -0.5914], [1.2952, 0.1474, 1.7364], [-1.8125, 0.1586, -1.0749], [0.3664, -1.6322, -1.4707], [1.5319, -0.4065, 0.4581], [0.0883, 0.9430, 1.7857], [-0.3103, 1.5915, 0.3739], [0.2206, -0.6962, -0.2817], [0.4592, -1.0328, -2.5213], [-0.2891, -2.4339, -1.6610], [-1.0929, 2.2404, 0.6557], [-2.5630, 0.1596, -0.3025], [-1.9275, -0.7460, -1.6551], [-0.8396, 0.3328, 2.0394], [-2.3165, 0.9889, -1.6732], [0.5270, 2.3759, -0.0759], [1.2512, -2.2683, -1.2269], [1.9088, -1.4245, 0.6672], [2.1616, 0.6216, 2.0016], [-0.0128, 1.7832, 2.4165]]}

# 3
{"formula": "C11H19EuN4OS2", "method": "the ωB97M-V functional and the def2-TZVPD basis", "multiplicity": 7, "charge": 2, "de_lowest_kj_mol": 10.20, "homo_energy_ev": [-16.252, -16.282], "orbital_gap_ev": [7.643, 8.997], "largest_force_ev_per_a": 1.0, "lumo_energy_ev": [-8.6, -7.3], "species": ["Eu", "S", "S", "O", "N", "N", "N", "N", "C", "C", "C", "C", "C", "C", "C", "C", "C", "C", "C", "H", "H", "H", "H", "H", "H", "H", "H", "H", "H", "H", "H", "H", "H", "H", "H", "H", "H", "H"], "positions_angstrom": [[1.0508, 0.5552, 0.3772], [2.3238, 3.0084, 0.2642], [1.4935, -1.7576, 1.8298], [2.1715, 2.0078, -0.9171], [3.1127, -2.2911, -0.2790], [2.6309, -1.1436, -0.9299], [3.1813, -3.7243, 1.4864], [1.7604, 2.4579, 1.5191], [-1.5578, -0.0377, 1.0247], [-1.3407, 1.5232, -0.7723], [-1.5604, -0.9544, -1.3384], [-0.7408, -0.7138, -2.5992], [2.6671, -2.6375, 0.9385], [-1.1524, 3.4442, 2.5183], [-1.2895, 2.3266, 1.5307], [-1.2403, 2.5620, 0.1519], [-1.4366, 0.9978, 1.9477], [-3.0247, -1.2377, -1.6942], [-1.4910, 0.1972, -0.3536], [-0.6301, -1.6317, -3.1755], [2.8826, -3.9921, 2.4118], [-1.3674, 4.4066, 2.0582], [-1.6487, -1.0599, 1.3782], [2.1656, -1.4240, -1.7923], [-3.0921, -2.0743, -2.3889], [-1.1213, 3.5781, -0.2065], [0.2790, -0.3296, -2.4224], [-1.1607, -1.8371, -0.8232], [-1.8304, 3.3117, 3.3602], [-3.4662, -0.3621, -2.1750], [-1.1935, 0.0290, -3.2583], [-3.6242, -1.4727, -0.8156], [3.4297, -0.5694, -1.1997], [3.8716, -4.3037, 1.0315], [-1.4567, 0.7728, 3.0079], [3.7978, -2.8427, -0.7769], [-0.1339, 3.4660, 2.9097], [-1.2591, 1.7525, -1.8279]]}